{"formula": "C21H23N5O4S", "method": "ωB97M-V/def2-TZVPD", "elements": ["C", "O", "C", "C", "C", "N", "C", "S", "C", "C", "O", "N", "C", "C", "C", "C", "C", "C", "O", "O", "C", "C", "N", "N", "C", "C", "C", "C", "N", "C", "C", "H", "H", "H", "H", "H", "H", "H", "H", "H", "H", "H", "H", "H", "H", "H", "H", "H", "H", "H", "H", "H", "H", "H"], "xyz": [[-0.3069, -0.2820, 2.1783], [0.9851, 0.1664, 1.8507], [2.0193, -0.3990, 2.6193], [2.4135, -1.8165, 2.1860], [3.0699, -1.8352, 0.8026], [2.1799, -1.3887, -0.2367], [1.1258, -2.0845, -0.7458], [0.6768, -3.6829, -0.2303], [-0.8912, -3.8976, -1.1432], [-2.0271, -3.1057, -0.4919], [-2.7828, -3.6148, 0.3055], [-2.0557, -1.8194, -0.9119], [-2.8141, -0.7679, -0.3959], [-4.0104, -0.9528, 0.2921], [-4.6967, 0.1461, 0.7821], [-4.2065, 1.4276, 0.6096], [-3.0046, 1.6145, -0.0705], [-2.3876, 2.9531, -0.2288], [-1.2408, 3.1394, -0.5579], [-3.2392, 3.9508, 0.0514], [-2.7122, 5.2630, -0.0657], [-2.3184, 0.5201, -0.5813], [0.4949, -1.3673, -1.6425], [1.0957, -0.1731, -1.7050], [2.0966, -0.1702, -0.8699], [2.9400, 0.9911, -0.6316], [4.3315, 0.9269, -0.6211], [5.0382, 2.0930, -0.3738], [4.4642, 3.2621, -0.1532], [3.1430, 3.3232, -0.1917], [2.3293, 2.2273, -0.4275], [-0.4670, -1.3327, 1.9088], [-0.9973, 0.3374, 1.6094], [-0.5053, -0.1620, 3.2497], [1.7351, -0.4118, 3.6815], [2.8724, 0.2760, 2.4948], [1.5348, -2.4631, 2.1844], [3.1265, -2.2178, 2.9065], [3.3855, -2.8561, 0.5619], [3.9422, -1.1794, 0.8084], [-1.1052, -4.9632, -1.0699], [-0.7151, -3.6023, -2.1758], [-1.2540, -1.5152, -1.4823], [-4.3872, -1.9504, 0.4461], [-5.6257, -0.0052, 1.3109], [-4.7358, 2.2806, 1.0026], [-3.5228, 5.9409, 0.1893], [-1.8700, 5.3963, 0.6169], [-2.3671, 5.4436, -1.0859], [-1.3898, 0.6824, -1.1104], [4.8562, 0.0064, -0.8328], [6.1206, 2.0908, -0.3520], [2.7166, 4.3026, -0.0222], [1.2555, 2.3170, -0.4481]], "forces_ev_per_angstrom": [[-0.165, -0.043, 0.031], [0.167, 0.148, -0.098], [0.099, -0.180, 0.125], [-0.105, 0.442, -0.212], [0.177, -0.267, 0.717], [-0.522, 0.096, -0.772], [0.030, 0.044, -0.167], [-0.048, -0.365, 0.143], [0.218, 0.169, 0.166], [0.232, -0.077, -0.301], [-0.183, -0.180, 0.235], [0.040, 0.212, -0.341], [-0.264, 0.185, 0.239], [0.008, -0.102, -0.002], [0.038, 0.056, 0.001], [0.097, 0.135, -0.038], [-0.158, -0.361, 0.012], [0.176, 0.163, -0.021], [-0.044, 0.032, -0.017], [-0.239, -0.319, 0.043], [0.312, 0.281, -0.074], [-0.164, 0.129, 0.020], [0.009, -0.831, 0.163], [0.481, 1.114, -0.147], [-0.202, -0.373, -0.165], [0.305, 0.419, 0.132], [-0.181, 0.093, 0.008], [0.165, -0.271, -0.026], [0.300, 0.390, 0.085], [-0.312, -0.009, -0.050], [0.206, -0.189, 0.000], [-0.015, -0.022, -0.022], [-0.045, -0.080, 0.084], [-0.008, 0.004, 0.006], [0.049, 0.052, -0.063], [0.003, -0.059, 0.095], [0.022, -0.060, 0.085], [0.014, -0.059, 0.046], [0.108, 0.171, -0.044], [-0.058, -0.162, -0.061], [-0.018, 0.114, -0.014], [-0.055, -0.075, -0.032], [-0.207, -0.292, 0.143], [-0.009, -0.042, -0.005], [-0.073, -0.015, 0.049], [-0.054, 0.058, 0.030], [0.032, -0.049, -0.009], [-0.079, 0.026, -0.059], [-0.034, 0.017, 0.097], [0.137, 0.015, -0.026], [0.034, -0.057, 0.001], [0.078, -0.090, -0.028], [-0.135, 0.041, 0.009], [-0.159, 0.020, 0.027]], "relative_energy_ev": 1.3974, "total_charge": 0, "smiles": "COCCCn1c(SCC(=O)Nc2cccc(C(=O)OC)c2)nnc1-c1ccncc1", "lumo_energy_ev": 0.43, "gap_ev": 9.00}

=====

{"formula": "C9H11O3P", "method": "ωB97M-V/def2-TZVPD", "elements": ["C", "C", "C", "C", "C", "C", "C", "C", "C", "P", "O", "O", "O", "H", "H", "H", "H", "H", "H", "H", "H", "H", "H", "H"], "xyz": [[-2.4111, -2.9954, 0.1988], [-1.7116, -1.9479, -0.2370], [-1.8093, -0.6286, 0.3318], [-0.8360, 0.3047, 0.2472], [-0.9504, 1.5062, 1.0339], [-0.2356, 2.6108, 0.7594], [0.6390, 2.6272, -0.3842], [0.8911, 1.5087, -1.0748], [0.3457, 0.1800, -0.6674], [1.8386, -0.7533, 0.0490], [1.8435, -2.1602, 0.4706], [2.8894, -0.5061, -1.1649], [2.3653, 0.2215, 1.1923], [-2.2547, -3.9825, -0.2002], [-3.1344, -2.9063, 0.9924], [-0.9630, -2.1110, -0.9975], [-2.6277, -0.4680, 1.0196], [-1.6712, 1.4947, 1.8400], [-0.3453, 3.5079, 1.3483], [1.0508, 3.5759, -0.6942], [1.5265, 1.5242, -1.9470], [0.0826, -0.3960, -1.5585], [3.1644, -1.3558, -1.5128], [2.3133, 1.1492, 0.9551]], "forces_ev_per_angstrom": [[0.072, 0.176, -0.142], [-0.165, -0.474, -0.162], [0.739, 0.027, 0.441], [-0.685, -0.572, -0.171], [0.094, 0.766, 0.229], [-0.488, -0.334, 0.502], [0.280, -0.210, -0.457], [0.129, 0.518, -0.262], [0.619, -0.779, 0.326], [0.414, 0.440, -0.307], [-0.689, 0.408, -0.201], [-0.449, 0.194, 0.235], [-0.091, -0.505, 0.137], [0.044, -0.144, -0.115], [-0.168, 0.099, 0.150], [0.088, -0.091, -0.136], [-0.105, 0.139, 0.105], [-0.028, 0.067, 0.062], [-0.054, 0.060, 0.096], [0.138, 0.027, -0.123], [0.077, 0.056, -0.039], [0.081, 0.008, 0.032], [0.207, -0.306, -0.089], [-0.060, 0.429, -0.112]], "relative_energy_ev": 0.0000, "total_charge": 0, "smiles": "C=C/C=C1/C=CC=C[C@H]1P(=O)(O)O", "lumo_energy_ev": -0.32, "gap_ev": 7.58}